Run i
The following is a quantum chemistry calculation of a cluster of 14 separate species, H28O14 in total, from the OMol25 dataset.

```
42
Properties=species:S:1:pos:R:3
H -5.073 -3.180 0.644
H -2.170 4.704 -0.795
H 0.999 -0.864 2.714
H -4.697 -1.603 0.808
H -2.045 1.125 0.226
H 5.189 2.145 -0.709
O 1.750 -0.013 -3.090
H 3.906 2.631 0.103
O -0.424 0.243 0.475
H 3.640 0.187 3.122
H -2.956 1.627 -2.437
H -0.951 -0.605 -1.744
H -2.472 0.375 1.584
H 0.818 -2.069 3.704
H -1.209 3.946 0.038
H 2.905 -1.505 -1.154
H 0.508 -2.315 -2.050
H -2.646 2.756 -1.486
O -1.652 -1.073 -2.062
O -2.035 3.818 -0.419
O -5.118 -2.418 1.192
H 4.295 -1.321 -0.499
H -1.912 -0.486 -2.810
H 0.261 0.584 0.986
H 2.544 0.784 2.072
H 2.259 -0.400 -2.361
O -0.179 2.827 2.467
O -2.776 0.995 0.840
O 1.405 -1.472 3.373
O 4.261 2.523 -0.779
H 0.448 3.523 2.681
O 2.838 -0.013 2.637
O 3.496 -1.812 -0.422
H -0.699 -0.672 0.848
H -0.733 -3.967 -0.109
O -0.330 -3.790 0.802
H 1.876 -0.688 -3.709
H -0.817 3.045 3.081
O 0.956 -2.377 -2.836
H 0.183 -2.480 -3.438
H -0.746 -2.953 0.991
O -2.282 2.274 -2.216
```

Its net charge is 0. For the orbital gap, the calculation gives 10.23 eV.

Run ii
The following is a quantum chemistry calculation of a cluster of 14 separate species, H28O14 in total, from the OMol25 dataset.

```
42
Properties=species:S:1:pos:R:3
H 0.766 -4.694 -0.955
O -2.349 -3.622 -0.777
H 0.696 -3.352 -0.135
H -3.247 -2.172 2.133
O -2.861 -1.918 1.289
H 2.332 2.378 0.106
O -2.144 3.829 -1.839
H -1.559 3.497 -1.115
H 2.819 -1.654 -1.453
H 1.198 -0.740 2.626
O 0.333 -0.998 2.929
H -2.117 4.788 -1.806
H 0.458 0.965 -4.916
H -0.222 1.524 -1.479
H -3.532 -2.191 0.654
H -1.479 -3.939 -0.471
O 0.031 -3.547 2.565
H 0.126 4.061 0.063
O 1.075 4.151 0.177
H 0.935 2.602 2.445
H 1.166 1.244 -1.616
H -2.451 -4.000 -1.656
O 0.262 -4.179 -0.325
O 0.470 1.686 -2.128
H -0.879 1.762 0.162
H 1.164 4.433 -0.747
H 1.752 2.918 3.666
O 2.441 1.417 0.180
O 1.667 2.259 2.971
H -0.008 0.122 1.121
H -0.653 -3.512 1.873
H -1.179 -0.594 0.298
O -0.577 0.157 0.343
H 2.830 -1.747 0.059
H 3.367 1.244 0.003
H -0.399 -0.304 -4.734
O 0.099 0.202 -5.373
O -1.487 2.523 0.339
O 2.925 -2.276 -0.730
H 0.523 -4.193 2.028
H -2.406 2.350 0.518
H 0.113 -0.480 3.705
```

Its net charge is 0. For the orbital gap, the calculation gives 10.70 eV.

Stability check: which of them is least stable? run i.

Run i
The following is a quantum chemistry calculation of an isolated molecule of C5H6O2S, from the OMol25 dataset.

```
14
Properties=species:S:1:pos:R:3
C -0.882 0.612 -0.071
H 1.920 0.237 1.190
O 0.452 0.429 -0.323
H 0.259 -0.830 2.684
S -1.901 1.431 -1.000
H -2.075 -0.006 1.798
C -0.006 -0.477 1.726
C 1.057 -0.331 0.712
H 2.291 -2.127 0.757
C -1.124 0.026 1.240
O 2.284 -1.266 -1.061
H 0.699 -2.194 -0.151
C 1.576 -1.609 0.109
H 1.720 -0.601 -1.509
```

Its net charge is 0. For the orbital gap, the calculation gives 8.67 eV. As for the SMILES: OC[C@@H]1C=CC(=S)O1.

Run ii
The following is a quantum chemistry calculation of an isolated molecule of C5H6O2S, from the OMol25 dataset.

```
14
Properties=species:S:1:pos:R:3
C -0.504 0.077 -1.502
C 0.171 1.421 -1.155
H 0.281 -1.386 2.580
H -0.190 -0.335 -2.353
O -0.537 -2.148 -0.445
C 0.492 0.195 1.144
H -0.504 -2.475 0.420
H -1.535 0.312 -1.536
C -0.493 -0.864 -0.359
H -0.281 2.298 -1.811
H 1.298 1.377 -1.414
O 1.093 0.151 3.391
S 0.178 1.763 0.631
C 0.530 -0.386 2.409
```

Its net charge is 0. For the orbital gap (spin up / spin down), the calculation gives 7.55 / 6.44 eV.

Stability check: which of them is least stable? run ii.

Run i
The following is a quantum chemistry calculation of an isolated molecule of C4H5N3O2, from the OMol25 dataset.

```
14
Properties=species:S:1:pos:R:3
N -1.689 0.819 1.933
O 1.545 0.006 -1.093
C -1.376 0.184 0.858
C -0.497 1.371 2.437
N -0.062 0.253 0.583
H 1.515 1.100 1.855
N 0.089 -1.758 -2.283
C 0.517 1.035 1.575
H -0.360 1.878 3.361
H -2.026 -0.542 0.186
H 0.945 -1.227 -2.437
H -0.567 -1.659 -3.042
O -0.418 -1.318 -1.055
C 0.573 -0.252 -0.462
```

Its net charge is 0. For the orbital gap, the calculation gives 9.55 eV. As for the SMILES: NOC(=O)n1ccnc1.

Run ii
The following is a quantum chemistry calculation of an isolated molecule of C4H5N3O2, from the OMol25 dataset.

```
14
Properties=species:S:1:pos:R:3
H -2.071 -0.765 -1.237
H 1.762 0.971 -2.014
C -1.273 -0.526 1.150
H -1.300 0.327 1.781
O 1.087 0.201 1.890
C 1.007 0.448 -1.664
N 1.511 0.736 0.805
N -0.357 -0.298 -0.095
H -0.791 -1.243 2.003
O 2.519 1.392 0.766
C -0.781 -0.611 -1.351
H -2.266 -0.612 0.531
C 0.902 0.201 -0.318
N 0.053 -0.222 -2.248
```

Its net charge is 0. For the orbital gap, the calculation gives 9.12 eV. As for the SMILES: Cn1cncc1[N+](=O)[O-].

Run iii
The following is a quantum chemistry calculation of an isolated molecule of C4H5N3O2, from the OMol25 dataset.

```
14
Properties=species:S:1:pos:R:3
O -4.312 -0.701 0.881
N -2.588 -1.556 -0.426
H 1.288 -0.837 0.347
H -0.636 -2.124 -0.785
N -0.795 -0.167 -0.080
H 0.525 -0.420 1.742
C -1.325 -1.314 -0.501
C -3.028 1.010 -0.226
N -1.622 0.972 -0.007
H -0.984 1.869 0.183
H 0.916 0.828 0.526
O -3.609 2.033 -0.393
C 0.465 -0.113 0.648
C -3.421 -0.599 0.079
```

Its net charge is 0. For the orbital gap, the calculation gives 9.51 eV. As for the SMILES: Cn1cnc(=O)c(=O)[nH]1.

Stability check: which of them is least stable? run ii.